(1)
Entry from OMol25: H26N2O21S3Zn as an isolated structure at a distorted geometry (wB97M-V/def2-TZVPD).

Summary:
Orbital gap   0.16246 Ha
Total charge   -2
Energy above the lowest of the compared OMol25 structures with the same formula, charge and spin   58.97 kcal/mol
E_LUMO   3.41 eV

Positions of all 53 atoms, in Å:
Zn1 4.15687 -4.75229 -2.73103
N1 7.26462 -8.44587 -1.58735
H1 6.46319 -8.43300 -2.20188
H2 7.99585 -8.60408 -2.26585
H3 7.24770 -9.29544 -1.04141
H4 7.36230 -7.57351 -1.08780
N2 7.71032 -7.12646 -4.43987
H5 6.78615 -7.48287 -4.24247
H6 8.46737 -7.56313 -3.93362
H7 7.62651 -6.21246 -4.01835
H8 8.00961 -7.12244 -5.40450
S1 7.25029 -4.94601 -1.51412
O1 7.71391 -6.02026 -0.68027
O2 5.77913 -4.98975 -1.65937
O3 7.79933 -3.80287 -0.85246
O4 7.82484 -5.14420 -2.77405
S2 4.27018 -7.18581 -3.65175
O5 4.70832 -5.94935 -4.31104
O6 5.47438 -7.96776 -3.40881
O7 3.67427 -6.67628 -2.41100
O8 3.31661 -7.94784 -4.43962
S3 5.13261 -1.88601 -4.20212
O9 6.42254 -2.13060 -4.80514
O10 4.50102 -3.15922 -3.80550
O11 5.39413 -0.98830 -3.06628
O12 4.37349 -1.26663 -5.31810
O13 3.58253 -5.80532 -7.06377
H9 3.71536 -4.99734 -6.56802
H10 3.47179 -6.48152 -6.39539
O14 1.97308 -10.10303 -3.50323
H11 2.17027 -9.67112 -4.33438
H12 2.00061 -9.39952 -2.85474
O15 0.66272 -7.04775 -3.86400
H13 0.70424 -7.26598 -2.93294
H14 1.43546 -7.46636 -4.24330
O16 1.84323 -8.33972 -1.48478
H15 2.49631 -7.70952 -1.78900
H16 1.87733 -8.27873 -0.53013
O17 4.73443 -9.77861 -5.92549
H17 4.15463 -9.15176 -5.49292
H18 4.38512 -10.63598 -5.68229
O18 4.85562 -6.38519 0.74573
H19 4.74081 -7.32271 0.59045
H20 4.97319 -6.01002 -0.12700
O19 2.17969 -4.62918 -3.64927
H21 1.53224 -3.93364 -3.53406
H22 1.70041 -5.33324 -4.08611
O20 6.38397 -4.49756 -5.91182
H23 5.63222 -4.91311 -5.48942
H24 6.32430 -3.57704 -5.65627
O21 4.93297 -10.39580 -2.40918
H25 5.04174 -9.62563 -2.96707
H26 4.00272 -10.39935 -2.18370

(2)
Entry from OMol25: one molecule with the formula C5H6 at a distorted geometry (wB97M-V/def2-TZVPD).

Summary:
SMILES   C=CC1=CC1
Orbital gap   0.32551 Ha
Energy above the lowest of the compared OMol25 structures with the same formula, charge and spin   70.57 kcal/mol
E_LUMO   0.41 eV

Positions of all 11 atoms, in Å:
C1 0.12927 1.93995 -0.64775
C2 -0.48800 0.99990 0.11737
C3 -0.06736 -0.35909 0.03710
C4 0.78969 -1.30798 -0.35423
C5 -0.18442 -1.76014 0.65695
H1 0.68229 1.78027 -1.49619
H2 -0.03551 3.02245 -0.39666
H3 -1.15556 1.06067 1.01322
H4 1.73117 -1.48281 -0.75691
H5 0.03214 -1.80698 1.67390
H6 -1.09210 -2.52328 0.41662